Record 1
Here is 2 unconnected molecules or ions with the total composition C5H10O2 in a non-equilibrium geometry from the OMol25 dataset. Energies are from ωB97M-V/def2-TZVPD.

```
17
C5H10O2 ωB97M-V/def2-TZVPD
C -0.117 3.143 0.557
C -0.917 2.140 -0.190
C -0.461 0.928 -0.600
O 0.713 0.455 -0.111
C -0.874 0.357 -1.924
C -1.481 -0.826 -2.125
H 0.776 3.657 0.150
H 0.500 2.943 1.454
H -0.765 3.979 0.851
H -1.812 2.386 -0.756
H 0.924 0.768 0.764
H -0.572 0.904 -2.824
H -2.021 -1.376 -1.359
H -1.784 -0.918 -3.163
H 1.970 -6.479 3.303
H 3.110 -6.051 2.531
O 2.810 -6.009 3.442
```

Properties
**DFT total energy**: -346.8956 a.u.
**ΔE to the lowest compared entry with this formula, charge and spin**: 340.9 kJ/mol
**HOMO level**: -0.3082 Ha
**F_max**: 2.5 eV Å⁻¹
**Kohn-Sham gap**: 9.222 eV

Record 2
Here is a molecular structure, C13H25Cl3NOP2W in a non-equilibrium geometry from the OMol25 dataset. Energies are from ωB97M-V/def2-TZVPD.

```
46
C13H25Cl3NOP2W ωB97M-V/def2-TZVPD
C 1.276 0.144 -3.057
C 1.017 0.199 -1.567
H 2.129 -0.515 -3.266
H 1.568 1.141 -3.422
H 0.419 -0.193 -3.659
O 2.027 0.189 -0.815
Cl -2.948 -1.484 -0.506
W -1.043 -0.054 -0.622
P -0.209 2.345 -0.671
C 1.464 2.974 -0.232
C -0.772 2.248 -2.420
H -1.511 3.046 -2.555
H -0.541 4.730 -0.645
H -1.291 1.273 -2.619
H -2.115 3.866 -0.476
H 2.152 2.126 -0.131
H 0.065 2.393 -3.109
C -1.066 3.886 -0.171
H 1.821 3.689 -0.986
H -1.001 3.975 0.918
H 1.373 3.478 0.741
P 0.107 -2.307 -0.422
C 1.519 -2.214 0.741
C -0.770 -3.775 0.219
H -0.048 -3.104 -2.699
H 1.273 -3.924 -1.808
H 1.500 -2.261 -2.430
C 0.779 -2.959 -1.991
H -1.675 -3.954 -0.370
H -0.098 -4.642 0.149
H 2.095 -3.148 0.678
H 1.149 -2.072 1.764
H -1.057 -3.626 1.265
H 2.152 -1.364 0.456
Cl -2.914 1.450 -0.408
Cl 0.939 2.177 3.990
C 0.006 0.848 3.427
C -0.126 -0.325 4.160
C -0.900 -1.336 3.602
C -1.423 -1.174 2.328
N -1.092 -0.121 1.529
C -0.625 0.983 2.191
H 0.330 -0.419 5.135
H -1.125 -2.241 4.149
H -2.134 -1.892 1.934
H -0.678 1.946 1.681
```

Properties
**DFT total energy**: -2769.5262 a.u.
**Multiplicity**: 3
**ΔE to the lowest compared entry with this formula, charge and spin**: 422.7 kJ/mol
**Expectation value of S²**: 2.0510
**HOMO level (alpha / beta)**: -0.7002 / -0.7063 Ha
**F_max**: 4.0 eV Å⁻¹
**Kohn-Sham gap (alpha / beta)**: 6.083 / 3.757 eV
**Total charge**: +3

Record 3
Here is a single C6H9N5 molecule in a non-equilibrium geometry from the OMol25 dataset. Energies are from ωB97M-V/def2-TZVPD.

```
20
C6H9N5 ωB97M-V/def2-TZVPD
C -2.978 -0.603 0.050
C -2.515 1.431 -0.203
C -1.540 -0.441 -0.091
C -0.648 -1.465 -0.078
C 0.765 -1.251 -0.034
C 1.954 2.117 0.012
N -3.583 0.539 0.007
N -1.354 0.926 -0.249
N 1.074 -0.004 0.072
N 1.625 -2.359 -0.154
N 2.158 0.712 0.178
H -3.493 -1.514 0.422
H -2.810 2.481 -0.188
H -1.027 -2.421 -0.089
H 1.882 2.579 -1.040
H 1.020 2.192 0.506
H 2.750 2.548 0.554
H 2.557 -2.544 0.353
H 1.058 -3.237 -0.092
H 3.106 0.316 0.063
```

Properties
**DFT total energy**: -507.6895 a.u.
**ΔE to the lowest compared entry with this formula, charge and spin**: 339.7 kJ/mol
**HOMO level (alpha / beta)**: -0.2769 / -0.2770 Ha
**F_max**: 2.8 eV Å⁻¹
**Kohn-Sham gap (alpha / beta)**: 6.912 / 6.914 eV